Entry 1:
{"formula": "C4H16NO3S", "method": "ωB97M-V/def2-TZVPD", "symbols": ["C", "O", "C", "C", "C", "S", "N", "H", "H", "H", "H", "H", "H", "H", "H", "H", "H", "H", "H", "H", "H", "O", "H", "H", "O"], "xyz": [[-2.102, 0.389, 0.367], [-2.408, 1.085, -0.878], [-0.614, 0.056, 0.289], [-0.074, -1.245, 0.840], [1.250, -1.748, 0.303], [1.263, -3.471, -0.323], [0.094, 1.214, 1.173], [-2.747, -0.492, 0.440], [-2.371, 1.053, 1.189], [-3.260, 0.775, -1.177], [-0.320, 0.318, -0.718], [-0.814, -2.060, 0.884], [-0.027, -1.247, 1.956], [2.048, -1.695, 1.063], [1.704, -1.128, -0.479], [0.214, -3.466, -1.137], [-0.683, 1.700, 1.594], [0.613, 0.550, 2.047], [0.811, 1.753, 0.685], [3.360, 1.875, -0.227], [3.167, 0.637, 0.890], [2.828, 1.392, 0.416], [-0.453, 1.574, -3.801], [-1.056, 0.764, -2.555], [-0.426, 1.416, -2.841]], "atomic_forces_ev_per_a": [[-0.57, -0.16, -1.18], [0.17, -0.42, 0.74], [1.04, 2.19, 1.76], [-1.08, -1.56, 1.24], [0.84, 0.17, -0.69], [0.45, -0.12, 0.60], [-0.47, -2.90, -0.32], [0.30, -0.14, 0.06], [0.11, -0.14, 0.13], [-0.41, 0.05, -0.09], [0.28, -0.55, -0.17], [-0.16, 0.13, -1.28], [0.46, 0.98, -0.51], [-0.39, -0.35, 0.15], [-0.64, 0.10, -0.05], [-0.27, 0.35, -0.17], [0.31, 0.93, 0.18], [0.07, 1.07, -0.27], [-0.06, 0.12, 0.08], [0.59, -0.83, 0.41], [0.94, -0.21, -0.06], [-1.62, 1.15, -0.39], [-0.29, -0.50, 0.69], [-0.72, -0.18, -0.30], [1.08, 0.83, -0.55]], "lowdin_charge": [-0.19, -0.08, -0.24, -0.31, -0.60, 0.67, 0.08, 0.13, 0.10, 0.08, 0.11, 0.10, 0.07, 0.04, 0.06, -0.17, 0.07, 0.07, 0.08, 0.05, 0.01, -0.10, 0.05, -0.01, -0.07], "s2": 0.751, "charge": 0, "e_tot_ha": -840.4779, "spin_multiplicity": 2}

Entry 2:
{"formula": "C6H11OP", "method": "ωB97M-V/def2-TZVPD", "symbols": ["C", "C", "C", "C", "C", "C", "O", "P", "H", "H", "H", "H", "H", "H", "H", "H", "H", "H", "H"], "xyz": [[-0.146, -0.841, -1.713], [0.469, -0.277, -0.666], [-1.445, 1.068, -0.330], [-0.208, 0.610, 0.347], [1.980, -0.329, -0.467], [-0.272, -0.121, 1.728], [-2.264, 0.199, -3.265], [-1.891, -0.316, -1.974], [0.424, -1.334, -2.392], [-2.432, 1.072, 0.242], [-1.355, 2.079, -0.836], [0.498, 1.404, 0.421], [2.262, 0.599, -0.034], [2.409, -0.351, -1.396], [2.305, -1.061, 0.282], [-0.548, 0.645, 2.380], [0.782, -0.394, 1.880], [-0.951, -1.034, 1.413], [-2.887, -1.046, -1.230]], "atomic_forces_ev_per_a": [[-2.07, 1.52, 2.03], [1.04, -0.24, 0.07], [-3.77, 0.01, -2.04], [0.14, -1.07, -0.86], [-1.99, -0.34, 1.85], [-0.05, -1.67, -4.11], [-0.85, 0.51, -2.24], [2.55, 1.72, 5.81], [1.30, -1.70, -2.08], [1.42, 0.08, -0.33], [-0.02, -1.21, 0.56], [0.33, 1.07, 0.41], [0.32, 1.02, 0.40], [1.58, -0.79, -2.14], [0.03, -0.32, -0.64], [-1.09, 0.38, 1.69], [-0.56, -0.41, 0.52], [1.15, 1.68, 1.87], [0.54, -0.25, -0.76]], "lowdin_charge": [-0.14, -0.33, -0.17, -0.46, -0.03, -0.02, -0.40, 0.73, 0.04, 0.08, 0.09, 0.11, 0.07, 0.05, 0.09, 0.05, 0.07, 0.14, 0.02], "charge": 0, "e_tot_ha": -651.7421, "smiles": "CC1=C[P@H](=O)C[C@H]1C", "spin_multiplicity": 1}